No. 1
The following is a DFT calculation (the ωB97M-V functional and the def2-TZVPD basis) of a gas-phase ion, C6H16P (charge +1) at a distorted geometry.

charge: +1
ΔE to the lowest compared entry with this formula, charge and spin: 0.0 kJ/mol
multiplicity: 1
E_HOMO: -15.418 eV

Cartesian coordinates (Å):
P  -0.37186  -0.11044  0.56227
C  1.87806  -0.54241  -1.03742
C  0.26050  -1.36688  1.69700
C  -0.04847  1.51402  1.29424
C  0.39068  -0.25831  -1.09914
C  -2.16447  -0.31155  0.44201
C  0.03610  0.92926  -1.97444
H  2.09082  -1.49180  -0.55242
H  -1.03099  1.14134  -1.95721
H  -0.51699  1.55812  2.27679
H  1.34196  -1.27465  1.79980
H  1.02296  1.67689  1.40328
H  -0.22135  -1.31632  -1.59011
H  -2.58583  -0.42828  1.44275
H  0.57966  1.81589  -1.65446
H  0.01859  -2.36973  1.33893
H  2.28236  -0.58687  -2.04554
H  0.31802  0.72340  -3.00464
H  2.40244  0.25046  -0.50317
H  -0.47050  2.29578  0.66360
H  -2.60617  0.56573  -0.02770
H  -0.20660  -1.21640  2.67205
H  -2.39893  -1.19724  -0.14649

Results of the Löwdin charge analysis, in e, for atoms 1 through 8: 0.8784 -0.1111 -0.1656 -0.1573 -0.5216 -0.1642 -0.1114 0.0762

No. 2
The following is a DFT calculation (the ωB97M-V functional and the def2-TZVPD basis) of 2 unconnected molecules or ions with the total composition C6H16S2 at a distorted geometry.

ΔE to the lowest compared entry with this formula, charge and spin: 74.9 kJ/mol
multiplicity: 1
structure (SMILES): CCCS.CCCS
E_HOMO: -8.837 eV

Cartesian coordinates (Å):
S  -3.47780  -0.16692  2.53809
S  1.66365  3.09720  -0.54055
C  4.29082  2.05697  -2.62797
C  -3.29255  -1.72325  1.78048
C  2.92674  2.41589  -3.04433
C  2.27147  3.53197  -2.21810
C  -2.75231  -2.71267  2.87369
C  -2.51835  -4.12599  2.29948
H  -3.54868  -2.76325  3.64095
H  -1.45433  -4.21842  2.02393
H  1.43446  4.01828  -2.75510
H  -1.84384  -2.30561  3.35787
H  4.70742  1.28480  -3.29640
H  3.05488  4.29647  -2.05302
H  1.10390  1.89090  -0.77298
H  -2.73497  -4.84087  3.11104
H  3.03730  2.76473  -4.08909
H  -3.13309  -4.39181  1.42309
H  -4.24123  -2.04734  1.31098
H  -2.53888  -1.61554  0.97684
H  4.31016  1.67451  -1.59358
H  -4.41832  -0.63524  3.38579
H  2.22233  1.56192  -3.04740
H  4.93123  2.95328  -2.68370

Results of the Löwdin charge analysis, in e, for atoms 1 through 8: 0.7036 0.6600 -0.1506 -0.6627 -0.3701 -0.5742 -0.3434 -0.1255

No. 3
The following is a DFT calculation (the ωB97M-V functional and the def2-TZVPD basis) of 2 unconnected molecules or ions with the total composition C6H16S4 at a distorted geometry.

ΔE to the lowest compared entry with this formula, charge and spin: 16.0 kJ/mol
multiplicity: 1
structure (SMILES): CCCSS.CCCSS
E_HOMO: -8.977 eV

Cartesian coordinates (Å):
S  -10.12710  0.43777  4.05484
S  -3.87905  0.89743  -2.32075
S  -1.92297  1.41613  -2.87146
S  -8.57437  1.46991  5.06536
C  -1.82560  3.66080  -1.23113
C  -1.92102  5.20324  -1.00407
C  -7.71666  3.04863  2.83926
C  -1.91407  3.25956  -2.68195
C  -7.99309  4.35030  3.52565
C  -7.29750  1.87357  3.78489
H  -0.82974  3.35849  -0.85389
H  -4.46408  1.13850  -3.51329
H  -2.58872  3.13486  -0.62575
H  -6.41528  2.35801  4.24581
H  -2.06437  5.38883  0.07372
H  -8.29398  5.11823  2.79330
H  -6.92147  3.18722  2.08169
H  -6.95343  0.94042  3.29877
H  -9.63391  -0.79258  3.79886
H  -2.81414  5.55979  -1.54429
H  -2.83922  3.66483  -3.13505
H  -1.04747  5.78242  -1.34767
H  -7.13635  4.73335  4.10519
H  -1.05367  3.72352  -3.20148
H  -8.61943  2.67914  2.31588
H  -8.83464  4.17415  4.21657

Results of the Löwdin charge analysis, in e, for atoms 1 through 8: 0.2894 0.2971 0.4062 0.4074 -0.3668 -0.1124 -0.3598 -0.5879

No. 4
The following is a DFT calculation (the ωB97M-V functional and the def2-TZVPD basis) of 2 unconnected molecules or ions with the total composition C6H16S4 at a distorted geometry.

ΔE to the lowest compared entry with this formula, charge and spin: 28.5 kJ/mol
multiplicity: 1
structure (SMILES): CCCSS.CCCSS
E_HOMO: -8.923 eV

Cartesian coordinates (Å):
S  0.25226  -1.84942  -1.34466
S  2.96968  1.67041  -3.95476
S  2.97346  0.79632  -1.87646
S  -0.85701  -1.45098  0.32544
C  2.97836  2.25677  -0.78856
C  -4.72625  -2.69804  0.85232
C  3.10979  2.78905  1.68137
C  2.65895  1.77938  0.61306
C  -2.37697  -2.23022  -0.12634
C  -3.34556  -2.05770  1.05791
H  -3.41052  -0.97601  1.28416
H  -2.17865  -3.29015  -0.37667
H  3.29485  0.87952  0.71953
H  0.09784  -0.73156  -2.08562
H  4.20947  2.87241  1.70034
H  2.34006  3.10184  -1.11087
H  2.68372  3.79270  1.51476
H  -5.20305  -2.31580  -0.06593
H  -5.42280  -2.55609  1.69569
H  -2.93543  -2.56461  1.95250
H  -4.53936  -3.77799  0.72832
H  4.02689  2.61166  -0.77861
H  2.76793  2.42025  2.66306
H  -2.60488  -1.69846  -1.07013
H  1.62387  1.74800  -4.02743
H  1.61337  1.47873  0.81758

Results of the Löwdin charge analysis, in e, for atoms 1 through 8: 0.3028 0.2988 0.4447 0.4139 -0.6065 -0.1209 -0.1186 -0.3648

No. 5
The following is a DFT calculation (the ωB97M-V functional and the def2-TZVPD basis) of 2 unconnected molecules or ions with the total composition C6H16Si at a distorted geometry.

ΔE to the lowest compared entry with this formula, charge and spin: 453.5 kJ/mol
multiplicity: 1
E_HOMO (spin up / spin down): -7.525 / -7.620 eV

Cartesian coordinates (Å):
Si  -1.74746  -0.70802  0.08085
C  -3.39714  -0.07294  -0.67082
C  2.04032  -1.39666  0.95048
C  -0.28718  1.78844  0.83321
C  2.33542  0.29360  -0.92499
C  -0.56810  0.70696  -0.03313
C  1.55681  -0.82059  -0.32052
H  -4.26596  -0.89081  -0.63930
H  -0.32403  1.52048  1.92197
H  1.12058  -1.49095  -1.11676
H  2.51476  -0.68630  1.68523
H  -0.84508  2.73356  0.52725
H  2.95370  -0.12534  -1.76376
H  0.73635  2.24918  0.75739
H  -1.47236  -1.96842  -0.50706
H  -1.95070  -1.12958  1.58005
H  -0.33759  1.07736  -1.04972
H  -3.86414  0.89364  -0.39847
H  1.23307  -2.02512  1.47347
H  -3.01509  0.21279  -1.67252
H  2.97435  0.69685  -0.11819
H  2.90714  -1.95005  0.78909
H  1.70232  1.09192  -1.38374

Results of the Löwdin charge analysis, in e, for atoms 1 through 8: 0.5505 -0.2878 -0.1383 -0.2298 -0.1527 -0.3589 -0.2535 0.0611

No. 6
The following is a DFT calculation (the ωB97M-V functional and the def2-TZVPD basis) of 2 unconnected molecules or ions with the total composition C6H16Si at a distorted geometry.

ΔE to the lowest compared entry with this formula, charge and spin: 332.2 kJ/mol
multiplicity: 1
E_HOMO: -8.349 eV

Cartesian coordinates (Å):
Si  1.58057  0.55003  -1.61523
C  -0.65081  0.03779  1.02770
C  0.96069  -0.96006  -2.45723
C  0.31159  1.45153  -0.54922
C  -1.44725  -1.00144  0.28873
C  0.58729  -0.54033  1.70750
C  -1.46208  0.93363  1.88788
H  -0.81212  -1.59546  -0.30617
H  -2.14463  -0.52961  -0.51206
H  -2.10431  -1.45282  0.98279
H  2.69621  0.26655  -0.76824
H  -0.80449  1.78463  2.19963
H  0.12711  -1.21316  2.37219
H  0.84270  2.22618  0.03168
H  -2.41821  1.21781  1.41328
H  1.13419  -1.09605  0.84680
H  -1.84533  0.39430  2.69478
H  1.69689  -1.49894  -3.02686
H  0.69820  -1.62570  -1.66511
H  0.12651  -0.98131  -3.11766
H  2.36003  1.39250  -2.54139
H  1.13508  0.21693  2.15541
H  -0.56783  2.02300  -1.04918

Results of the Löwdin charge analysis, in e, for atoms 1 through 8: 0.5147 -0.4346 -0.2598 -0.2092 -0.0834 -0.0694 -0.0988 0.0327

No. 7
The following is a DFT calculation (the ωB97M-V functional and the def2-TZVPD basis) of a molecular structure, C6H17AgNO3 at a distorted geometry.

charge: -1
ΔE to the lowest compared entry with this formula, charge and spin: 37.6 kJ/mol
multiplicity: 1
E_HOMO: -2.843 eV

Cartesian coordinates (Å):
Ag  12.74639  2.20388  -7.26687
O  10.81518  1.67435  -8.34795
O  14.00755  -0.07325  -7.98844
O  14.73665  2.93801  -6.27907
N  13.43693  4.03724  -8.76991
C  15.44440  3.62423  -7.30737
C  10.00026  2.76356  -8.51668
C  13.96486  5.73366  -7.11264
C  15.60416  2.19609  -5.45824
C  15.35256  -0.09490  -8.18633
C  14.55419  4.62902  -7.99630
H  14.72633  6.48384  -6.88961
H  9.10355  2.75132  -7.86107
H  13.62781  5.29357  -6.17059
H  15.17043  5.17587  -8.73123
H  9.62758  2.82231  -9.56885
H  15.78627  0.91241  -8.44443
H  16.40720  2.80267  -5.02637
H  13.79943  3.32043  -9.40248
H  13.05392  4.68248  -9.45376
H  15.65750  -0.75907  -9.03051
H  13.10099  6.20787  -7.57147
H  15.91968  -0.45665  -7.28837
H  10.48722  3.75901  -8.38692
H  14.95648  1.67156  -4.76078
H  15.80486  2.87772  -8.02342
H  16.27202  4.19675  -6.86972
H  16.11558  1.40761  -6.02853

Results of the Löwdin charge analysis, in e, for atoms 1 through 8: 0.7286 -0.4623 -0.4310 -0.2770 0.0027 -0.2009 -0.4565 -0.0621

No. 8
The following is a DFT calculation (the ωB97M-V functional and the def2-TZVPD basis) of 2 unconnected molecules or ions with the total composition C6H17BNO3.

charge: +1
multiplicity: 1
E_HOMO: -11.644 eV

Cartesian coordinates (Å):
O  2.19404  0.98668  0.18283
O  -3.08582  -0.45739  0.84718
O  -4.14708  0.79606  -0.93501
N  -5.41852  -0.84001  0.48876
C  4.39651  0.17549  0.46931
C  -1.71494  0.05000  0.69528
C  2.54807  0.26064  -0.99358
C  -0.92131  -0.85206  -0.21104
C  4.06671  0.17473  -1.02404
C  3.35178  1.13863  1.01789
B  -4.06941  -0.12118  0.04414
H  -5.22985  -1.55900  1.18903
H  4.48741  1.05787  -1.50750
H  2.13030  0.77198  -1.86268
H  -4.36204  0.59249  -1.84752
H  -1.78200  1.06871  0.31562
H  5.41378  0.49435  0.68883
H  0.12502  -0.55827  -0.13855
H  -1.23134  -0.76388  -1.25331
H  4.25244  -0.82158  0.89012
H  -1.00371  -1.89269  0.10415
H  -6.05810  -0.15616  0.90163
H  3.06424  0.92428  2.04731
H  4.42644  -0.70802  -1.54930
H  2.11018  -0.74359  -0.94006
H  3.69748  2.17483  0.96241
H  -1.31266  0.07649  1.70357
H  -5.92765  -1.26940  -0.28545

Results of the Löwdin charge analysis, in e, for atoms 1 through 8: -0.1618 0.1257 0.2468 0.3105 -0.1636 -0.1499 -0.2268 -0.0391

No. 9
The following is a DFT calculation (the ωB97M-V functional and the def2-TZVPD basis) of a molecular structure, C6H17Be2BrGaI2O5 at a distorted geometry.

charge: +1
multiplicity: 1
E_HOMO: -10.161 eV

Cartesian coordinates (Å):
I  -1.97264  2.99803  -0.18415
I  2.02978  0.29848  -1.60487
Br  -2.73209  -6.56645  1.97836
Ga  1.15304  4.39006  -1.00840
O  -3.32030  -0.30606  1.23288
O  -0.74710  -4.22821  0.36385
O  1.01946  -3.73412  -0.84442
O  0.65225  6.76652  2.35887
O  -0.86393  -4.49955  -1.91457
C  -0.25880  -4.18585  -0.90154
C  -2.09367  -4.68862  0.45810
C  0.04796  2.61506  -1.01935
C  0.00260  0.54785  0.82135
C  0.89677  1.49902  -0.16955
C  1.66490  -3.63727  -2.11252
Be  3.32143  2.59846  1.35836
Be  -1.98506  3.00268  2.45049
H  1.17338  5.02544  -2.50638
H  -0.14177  2.28579  -2.14228
H  -2.17803  -5.71438  0.08518
H  -2.69194  -1.00384  1.27125
H  -0.85239  -0.05298  0.24443
H  -2.76899  -4.02059  -0.08628
H  1.20219  6.29970  1.71187
H  2.61361  4.05186  -0.44515
H  -2.38012  -4.68177  1.51337
H  1.13977  -2.92718  -2.75971
H  1.66445  2.07595  0.50023
H  0.76524  -0.23036  1.30895
H  1.73082  -4.62107  -2.58828
H  1.27784  7.33852  2.82837
H  2.68021  -3.26631  -1.94767
H  0.39053  5.40701  0.00779
H  -0.43938  1.16415  1.74144

Results of the Löwdin charge analysis, in e, for atoms 1 through 8: 0.9456 0.8439 0.6385 0.2463 -0.2521 0.0223 -0.0131 -0.1021

No. 10
The following is a DFT calculation (the ωB97M-V functional and the def2-TZVPD basis) of a gas-phase ion, C6H17N2 (charge +1) at a distorted geometry.

charge: +1
ΔE to the lowest compared entry with this formula, charge and spin: 46.6 kJ/mol
multiplicity: 1
structure (SMILES): CCC[C@@H]([NH3+])CNC
E_HOMO: -13.313 eV

Cartesian coordinates (Å):
N  -1.58708  0.09103  1.77227
N  -1.63602  0.67868  -0.77713
C  2.77867  -1.44137  -1.78240
C  0.51220  -0.41959  -1.34656
C  -0.22673  0.33074  -0.25582
C  2.03954  -0.27782  -1.14360
C  -0.42498  -0.41703  1.05662
C  -1.37095  1.34185  2.49896
H  2.37658  0.67432  -1.56281
H  -0.57162  -1.46463  0.84361
H  -2.09820  -0.19132  -1.04470
H  0.47820  -0.36169  1.66578
H  -2.00502  -0.60511  2.36606
H  -1.51655  1.22924  -1.63162
H  -2.19538  1.15362  -0.06866
H  3.85987  -1.31268  -1.73113
H  -1.47509  1.23615  3.58164
H  0.30648  -0.04059  -2.34935
H  2.21517  -0.28561  -0.06990
H  -2.06591  2.13563  2.17776
H  2.56662  -2.37256  -1.24964
H  0.19387  1.31645  -0.07588
H  2.49126  -1.55912  -2.81928
H  -0.37408  1.79852  2.38825
H  0.24150  -1.46476  -1.25438

Results of the Löwdin charge analysis, in e, for atoms 1 through 8: -0.1301 0.2170 -0.0981 -0.1675 -0.2782 -0.2407 -0.1831 -0.1077

Number 1: calculated total energy -579.33827 a.u.. Number 2: calculated total energy -1034.54762 a.u.. Number 3: calculated total energy -1830.93568 a.u.. Number 4: calculated total energy -1830.93091 a.u.. Number 5: calculated total energy -527.52638 a.u.. Number 6: calculated total energy -527.57260 a.u.. Number 7: calculated total energy -666.13903 a.u.. Number 8: calculated total energy -544.00060 a.u.. Number 9: calculated total energy -5737.75384 a.u.. Number 10: calculated total energy -348.07308 a.u..